1.
The following is a quantum chemistry calculation of the molecule C48H42N4O at a distorted geometry, from the OMol25 dataset.

Geometry as XYZ:
```
95
C48H42N4O (wB97M-V/def2-TZVPD)
C -6.33838 -3.68464 -0.15281
C -5.42594 -2.93983 -0.90897
C -4.33850 -2.30182 -0.29221
C -4.08948 -2.43628 1.09758
C -2.89601 -1.84692 1.72538
C -2.15101 -0.83888 1.13693
C -0.95908 -0.26011 1.67838
C -0.26348 0.98289 0.99954
C 0.43931 1.88312 2.01727
C 1.67060 1.44634 2.53044
C 2.57058 2.35235 3.11286
C 2.18272 3.68801 3.25626
C 0.89788 4.09859 2.89559
C -0.00132 3.16851 2.34199
C -0.52960 -0.83421 2.90228
C -1.09824 -1.95873 3.49056
C -0.38280 -2.68171 4.54211
C 1.03099 -2.57323 4.63442
C 1.75250 -3.20901 5.64561
C 1.07850 -3.96228 6.61673
C -0.31691 -4.10541 6.54529
C -1.02113 -3.50423 5.50328
C -2.44589 -2.37316 3.04789
O -3.13198 -3.16139 3.72576
C -5.03859 -3.19878 1.82757
C -6.14363 -3.80195 1.22970
H -7.19270 -4.15911 -0.62574
H -5.55478 -2.84839 -1.98818
H -3.65165 -1.70942 -0.90212
H -2.52491 -0.38288 0.21701
H -1.09990 1.51045 0.53388
H 1.96371 0.39212 2.41613
H 3.56053 2.01341 3.40837
H 2.89542 4.43111 3.63038
H 0.58644 5.14217 3.02429
H -1.03196 3.46260 2.11208
H 0.29163 -0.35796 3.44519
H 1.56574 -1.98998 3.87901
H 2.83529 -3.11054 5.66978
H 1.63890 -4.43347 7.42681
H -0.85500 -4.68296 7.29342
H -2.09409 -3.65792 5.42069
H -4.88453 -3.34629 2.88790
H -6.84222 -4.36206 1.85292
C -0.81995 6.51341 0.75693
C 0.46769 6.95395 0.42082
C 1.18024 6.30671 -0.58123
C 0.61323 5.22194 -1.25845
C 1.44187 4.57299 -2.33611
N 0.84915 3.35622 -2.92899
C 0.96073 3.31952 -4.37226
C 0.09591 2.22224 -4.93896
N 0.33788 0.97421 -4.27459
C -0.12590 -0.20276 -4.95832
C -0.29086 -1.41127 -4.07213
N 0.70010 -1.44048 -3.01302
C 0.86360 -2.75680 -2.36409
C 2.28820 -3.26964 -2.41580
C 2.61921 -4.38042 -1.63570
C 3.89573 -4.93574 -1.71660
C 4.84884 -4.37781 -2.57965
C 4.52625 -3.24759 -3.34094
C 3.24344 -2.69078 -3.25688
C 0.82607 -0.28344 -2.25445
C 0.90672 -0.28707 -0.86776
N 0.67525 0.87376 -0.16799
C 0.87781 2.07466 -0.83301
C 0.85528 2.16188 -2.21978
C 0.73446 0.95024 -2.96752
C -0.68886 4.81351 -0.96586
C -1.39305 5.44273 0.06795
H -1.37725 7.01476 1.55009
H 0.91223 7.80275 0.93979
H 2.18856 6.62392 -0.86098
H 1.55439 5.28239 -3.16851
H 2.46167 4.35884 -1.96424
H 0.60741 4.28353 -4.74871
H 2.01033 3.18158 -4.68960
H -0.97656 2.49998 -4.87291
H 0.30691 2.08835 -5.99860
H -1.08894 0.02558 -5.43598
H 0.56854 -0.43471 -5.78361
H -1.30121 -1.39405 -3.62871
H -0.16682 -2.32113 -4.66141
H 0.50579 -2.72143 -1.32649
H 0.19863 -3.45190 -2.89399
H 1.85712 -4.79363 -0.97187
H 4.14290 -5.80777 -1.10999
H 5.84059 -4.82281 -2.65736
H 5.26334 -2.79484 -4.00547
H 2.98224 -1.81086 -3.84748
H 1.03063 -1.17567 -0.24528
H 0.87290 2.95185 -0.19244
H -1.14541 3.99298 -1.52453
H -2.39411 5.08997 0.32139
```

highest occupied orbital energy: -5.7478 eV
energy: -2148.48489 Eh
Kohn-Sham gap: 4.823 eV
multiplicity: 1
LUMO: -0.0340 Ha

***

2.
The following is a quantum chemistry calculation of C41H45NOsP2 as an isolated structure at a distorted geometry, from the OMol25 dataset.

Geometry as XYZ:
```
90
C41H45NOsP2 (wB97M-V/def2-TZVPD)
Os -0.22809 0.28085 -1.43662
C -2.04979 0.85223 -2.89991
C -1.52056 -0.46315 -2.73610
C -0.66174 -1.09208 -3.74393
C 0.72016 -0.44277 -3.91920
C 1.16107 0.56458 -2.83323
C 0.52543 1.77148 -2.46264
C -0.32500 2.62072 -3.40298
C -1.57383 1.90694 -3.84459
C 1.86257 0.35108 1.95653
H -3.08921 0.98058 -2.54663
H -2.25251 -1.16329 -2.27980
H -1.20320 -1.01734 -4.68948
H -0.54350 -2.15815 -3.49419
H 1.44970 -1.26912 -3.87838
H 0.86360 0.18098 -4.82281
H 2.18162 0.37734 -2.45644
H 1.09194 2.42824 -1.77790
H 0.24145 2.97120 -4.27762
H -0.65357 3.50396 -2.84074
H -2.40357 2.64508 -3.92245
H -1.49263 1.50953 -4.88873
H 1.01108 0.98412 1.78267
H 2.73712 0.87813 2.40402
H 1.60336 -0.43182 2.67108
P -1.62824 -1.32844 -0.48981
P 2.29817 -0.17027 0.31266
C 0.18825 -1.89051 -0.97215
C 1.47960 -1.56862 -0.52918
C -2.38159 -2.65276 0.27608
C -2.24476 -3.91123 -0.33398
C -3.10858 -4.90395 0.08073
C -4.01525 -4.64808 1.11813
C -4.07298 -3.41398 1.77680
C -3.20839 -2.41097 1.39288
C -2.63965 0.21118 -0.08488
C -2.04437 1.47325 -0.21767
C -2.70969 2.58951 0.21558
C -4.10650 2.49096 0.28499
C -4.77486 1.29178 0.10503
C -4.02869 0.12041 -0.02538
C 3.80669 -1.14770 0.72903
C 3.58342 -2.42617 1.27325
C 4.66976 -3.11820 1.79681
C 5.93350 -2.52258 1.76483
C 6.12504 -1.21986 1.29938
C 5.03612 -0.49348 0.83434
C 3.01327 1.41979 -0.47777
C 2.52292 2.63587 0.04264
C 2.99905 3.87713 -0.37483
C 3.97459 3.94270 -1.35214
C 4.52808 2.75486 -1.85920
C 4.05490 1.51892 -1.43893
H 0.10603 -2.77056 -1.64392
H 2.23242 -2.14683 -1.09389
H -1.50095 -4.02445 -1.11059
H -3.07515 -5.85715 -0.43514
H -4.69614 -5.43906 1.42673
H -4.79065 -3.21154 2.56893
H -3.18087 -1.42848 1.87440
H -1.17726 1.71420 -0.88426
H -2.15397 3.51677 0.27496
H -4.67527 3.41309 0.36774
H -5.84517 1.22417 0.02448
H -4.49361 -0.85809 -0.15244
H 2.57500 -2.85791 1.25205
H 4.50943 -4.10903 2.21155
H 6.78159 -3.06546 2.14893
H 7.09065 -0.73110 1.30059
H 5.11570 0.55943 0.53703
H 1.72669 2.66251 0.78847
H 2.58426 4.79712 0.07283
H 4.33580 4.90573 -1.69462
H 5.32950 2.81227 -2.57791
H 4.48584 0.60672 -1.87414
C -1.63730 2.95576 2.93662
C -1.68365 1.54079 3.34000
C -2.42612 0.99512 4.41376
C -2.08060 -0.38587 4.47763
C -1.17616 -0.59232 3.38650
C -0.52257 -1.87504 3.00336
N -0.95586 0.57852 2.71156
H -2.63631 3.30940 2.67849
H -0.97871 3.06373 2.07549
H -1.28900 3.58226 3.75589
H -3.10238 1.58044 5.06648
H -2.40534 -1.16079 5.20608
H 0.22855 -2.13562 3.76037
H -1.26793 -2.67907 2.98494
H -0.05220 -1.75851 2.01389
```

highest occupied orbital energy (alpha / beta): -12.2921 / -13.5745 eV
energy: -2416.48353 Eh
Kohn-Sham gap (alpha / beta): 6.305 / 6.365 eV
multiplicity: 5
LUMO (alpha / beta): -0.2200 / -0.2649 Ha
net charge: +2

***

3.
The following is a quantum chemistry calculation of a 3-piece molecular cluster, C26H51N3O5PS2 overall at a distorted geometry, from the OMol25 dataset.

Geometry as XYZ:
```
88
C26H51N3O5PS2 (wB97M-V/def2-TZVPD)
C -1.48051 3.63142 0.82439
C -2.66505 2.96548 0.14968
N -2.34601 1.85074 -0.82139
C -2.11084 2.00427 -2.30772
C -2.12539 3.30038 -3.30978
C -3.06717 4.55046 -2.82628
C -2.23547 5.65439 -1.88580
C -1.77962 0.42393 -2.74170
P -1.37232 -0.26758 -4.51720
C -2.37674 -1.90871 -4.81925
O -2.00557 0.81886 -5.75242
N -1.87906 -0.38044 -1.44275
C -1.64349 -1.88995 -1.22272
C -0.22907 -1.95731 -0.33235
C 0.75550 -3.19304 -0.76850
C 2.26498 -2.53259 -1.05432
C 2.32236 -1.89109 -2.58054
C 2.39210 -3.16559 -3.63382
C -2.26011 0.46658 -0.21732
N -2.49464 0.06520 1.22174
C -3.84524 -0.57782 1.44189
C -5.12257 0.44840 1.40650
C -6.27661 -0.21562 0.39430
H -0.39592 3.22489 0.56880
H -1.65424 4.56269 1.54300
H -3.74944 3.37641 0.39578
H -1.02549 3.68304 -3.40603
H -2.47893 3.01312 -4.40758
H -3.40579 5.15510 -3.78830
H -4.08127 4.21310 -2.29894
H -2.78406 5.64914 -0.82577
H -2.24082 6.73472 -2.33605
H -1.13552 5.25732 -1.65068
H -1.55590 -2.76028 -4.84765
H -3.12596 -2.11230 -3.93654
H -2.99012 -1.84843 -5.83728
H -3.01267 0.92579 -5.64211
H -2.48081 -2.38783 -0.57361
H -1.53672 -2.48852 -2.22271
H -0.46200 -1.91655 0.81972
H 0.35552 -0.95374 -0.59513
H 0.40005 -3.80804 -1.69962
H 0.91478 -3.91613 0.16644
H 3.13705 -3.32017 -0.85520
H 2.47356 -1.61952 -0.32012
H 1.33979 -1.25907 -2.70295
H 3.25821 -1.18529 -2.66076
H 2.06903 -4.16941 -3.10739
H 3.52818 -3.29796 -3.97312
H 1.70280 -2.97776 -4.57362
H -2.28590 0.82856 1.90149
H -3.85862 -1.10378 2.49672
H -4.01695 -1.37367 0.59665
H -5.62134 0.63150 2.47509
H -4.90020 1.51026 0.96817
H -6.21126 -1.38517 0.33778
H -6.00857 0.20454 -0.68005
H -7.30903 0.20097 0.75480
C 8.28974 -3.78967 1.21767
C 7.80349 -2.65097 0.32240
C 6.79405 -3.24014 -0.66146
S 6.06025 -4.64764 0.15839
O 6.44096 -5.84744 -0.55692
O 4.68123 -4.34391 0.48471
C 7.03812 -4.54206 1.64441
H 8.84868 -3.41714 2.08105
H 8.95027 -4.45284 0.64638
H 7.31510 -1.88600 0.93822
H 8.63250 -2.16804 -0.20430
H 6.01247 -2.51969 -0.91565
H 7.28358 -3.59572 -1.57227
H 7.24756 -5.54286 2.02589
H 6.46654 -3.96970 2.38112
C -0.81048 1.60003 5.01235
C -1.05602 2.45264 6.25628
C -0.21996 3.72336 6.11369
S -0.04392 4.01141 4.35935
O 1.35194 3.86102 4.00566
O -0.81650 5.18006 3.98809
C -0.92051 2.55258 3.83113
H -1.52887 0.77875 4.93461
H 0.19627 1.16735 5.05353
H -2.11932 2.71523 6.31437
H -0.80080 1.91298 7.17363
H -0.71256 4.58289 6.57528
H 0.77957 3.59452 6.53796
H -0.47266 2.15770 2.91762
H -1.96160 2.83539 3.64894
```

highest occupied orbital energy: -11.0655 eV
energy: -2698.76825 Eh
Kohn-Sham gap: 8.136 eV
multiplicity: 1
LUMO: -0.1077 Ha
net charge: +1

***

4.
The following is a quantum chemistry calculation of a 3-piece molecular cluster, C18H37BrO9 overall at a distorted geometry, from the OMol25 dataset.

Geometry as XYZ:
```
65
C18H37BrO9 (wB97M-V/def2-TZVPD)
C 6.26794 1.21895 2.38934
C 5.95011 2.38710 1.44342
C 4.52706 2.43309 0.86046
C 3.42582 1.85408 1.71819
O 2.72522 2.95389 2.33995
C 1.43370 2.54486 2.39282
O 0.67049 2.57487 3.32184
O 1.17592 2.02917 1.12572
C 2.26499 1.18964 0.89948
Br 1.84264 -0.54556 1.76408
H 7.23007 0.81207 2.12015
H 5.56901 0.40172 2.32894
H 6.37416 1.57758 3.39926
H 6.17749 3.32257 1.92212
H 6.62599 2.31732 0.60647
H 4.51695 2.00755 -0.13022
H 4.26386 3.46975 0.72660
H 3.71070 1.16274 2.48855
H 2.45441 1.02004 -0.13690
C -0.54468 -3.27786 2.79966
O -0.06659 -4.34362 2.00407
C 0.24919 -5.53854 2.68982
C -0.53211 -6.76205 2.23694
O -1.94243 -6.72579 2.34953
C -2.70269 -5.82183 1.56827
C -2.69860 -6.00886 0.05969
O -1.42885 -5.88877 -0.55050
C -0.98460 -7.00576 -1.29200
H 0.24884 -2.54289 2.96254
H -1.35511 -2.78169 2.26180
H -0.92948 -3.61811 3.76361
H 0.14311 -5.40957 3.77147
H 1.30623 -5.75687 2.49308
H -0.22375 -7.57251 2.90347
H -0.23016 -7.07455 1.23585
H -2.47579 -4.78905 1.83740
H -3.73594 -5.98878 1.88475
H -3.33694 -5.21789 -0.35267
H -3.16682 -6.96564 -0.19261
H -1.51944 -7.91938 -1.02265
H 0.07733 -7.15750 -1.08563
H -1.10000 -6.81907 -2.36353
C -0.73576 4.26869 -0.15024
O -0.70844 3.95701 -1.52947
C -1.17099 2.66736 -1.87838
C -2.35540 2.64784 -2.83212
O -3.54985 3.28263 -2.41577
C -3.58988 4.68539 -2.22773
C -3.39260 5.57194 -3.44684
O -2.14437 5.42406 -4.09434
C -2.18840 5.05856 -5.45783
H 0.26993 4.19260 0.26573
H -1.07434 5.30093 -0.03346
H -1.41269 3.61967 0.40906
H -1.40215 2.07945 -0.98490
H -0.34970 2.15609 -2.39692
H -2.62784 1.59441 -2.94279
H -2.06516 2.98225 -3.82976
H -2.93242 4.98718 -1.41086
H -4.60630 4.88557 -1.87761
H -3.45679 6.60752 -3.09093
H -4.21915 5.42013 -4.14834
H -3.14901 4.61964 -5.73685
H -1.40730 4.31752 -5.64253
H -1.98866 5.92870 -6.08977
```

highest occupied orbital energy: -9.0278 eV
energy: -3959.04330 Eh
Kohn-Sham gap: 9.589 eV
structure (SMILES): CCC[C@H]1OC(=O)O[C@@H]1Br.COCCOCCOC.COCCOCCOC
multiplicity: 1
LUMO: 0.0206 Ha

***

5.
The following is a quantum chemistry calculation of a 2-piece molecular cluster, C3H11N3 overall at a distorted geometry, from the OMol25 dataset.

Geometry as XYZ:
```
17
C3H11N3 (wB97M-V/def2-TZVPD)
C -1.95980 1.47683 -0.05936
C -2.12060 -0.80067 -0.69641
N -2.19926 0.38248 -1.02881
H -1.34241 1.03638 0.67429
H -2.94178 1.81475 0.39785
H -1.55096 2.25689 -0.70935
H -2.34777 -1.64253 -1.21261
H -1.58972 -1.34395 0.16252
N 1.53955 0.26082 -0.67596
C 1.41311 -0.14404 0.68444
N 2.45528 -1.12660 1.11846
H 2.42437 0.43522 -0.99957
H 0.68066 0.35554 -1.22840
H 1.37699 0.72249 1.25836
H 0.40905 -0.83926 0.78407
H 2.38536 -2.06423 0.75825
H 3.36794 -0.78013 0.77225
```

highest occupied orbital energy: -8.7533 eV
energy: -285.06120 Eh
Kohn-Sham gap: 9.804 eV
structure (SMILES): C=NC.NCN
multiplicity: 1
LUMO: 0.0386 Ha

***

6.
The following is a quantum chemistry calculation of C4Cl5NO2 as an isolated structure at a distorted geometry, from the OMol25 dataset.

Geometry as XYZ:
```
12
C4Cl5NO2 (wB97M-V/def2-TZVPD)
C -1.19981 -1.27213 0.74278
C -1.75581 0.90344 -0.18907
C 0.61809 -0.50166 -0.55795
C 1.63691 0.18930 0.21560
N -0.28153 -1.31144 -0.03677
O -1.96336 -1.55043 1.56398
O -0.80838 1.30323 -0.77097
Cl -3.37849 1.31517 -0.33270
Cl 0.99193 -0.56960 -2.22303
Cl 0.70994 1.03033 1.52441
Cl 2.48263 1.29121 -0.81383
Cl 2.94787 -0.82742 0.87756
```

highest occupied orbital energy (alpha / beta): -9.1042 / -8.3473 eV
energy: -2658.49214 Eh
Kohn-Sham gap (alpha / beta): 7.755 / 6.722 eV
multiplicity: 1
LUMO (alpha / beta): -0.0496 / -0.0597 Ha

***

7.
The following is a quantum chemistry calculation of C43H31BaClIN8O3 as an isolated structure at a distorted geometry, from the OMol25 dataset.

Geometry as XYZ:
```
88
C43H31BaClIN8O3 (wB97M-V/def2-TZVPD)
Ba 0.97664 0.91062 0.37266
Cl 1.98401 -1.57857 -6.26119
C 2.19507 -1.30453 -4.55020
C 3.16464 -0.39520 -4.11402
C 3.35383 -0.17840 -2.77524
C 2.56777 -0.82968 -1.78223
O 2.75646 -0.57884 -0.53076
C 1.57409 -1.72997 -2.26239
C 0.69727 -2.45562 -1.36424
N 0.46645 -2.14680 -0.14620
C -0.27213 -2.99993 0.66619
C 0.09108 -4.31120 0.86966
C -0.56670 -5.11419 1.82510
C -1.57752 -4.59887 2.58230
C -1.99705 -3.26032 2.38259
C -3.04244 -2.66836 3.12727
C -3.41357 -1.38750 2.85599
C -2.74578 -0.68993 1.82649
N -1.76385 -1.19128 1.12502
C -1.37045 -2.45926 1.40404
C 1.42015 -1.96585 -3.63929
H 3.76204 0.13303 -4.84646
H 4.10761 0.51867 -2.43150
H 0.19055 -3.33122 -1.79525
H 0.92258 -4.71214 0.29916
H -0.24984 -6.13984 1.96712
H -2.07035 -5.19842 3.33808
H -3.52834 -3.24579 3.90559
H -4.19817 -0.89447 3.41395
H -3.03154 0.32786 1.59233
H 0.66125 -2.66249 -3.97556
I -1.80216 2.98862 1.26746
C -1.74717 2.67901 3.36090
C -2.51018 3.51102 4.13019
C -2.54671 3.31312 5.52636
C -1.84482 2.28411 6.08475
C -1.06145 1.41327 5.28797
C -0.36519 0.32891 5.87438
C 0.37547 -0.50602 5.08812
C 0.46587 -0.26725 3.69626
C -0.16441 0.76786 3.03195
C -0.96687 1.60636 3.87474
H -3.08282 4.30852 3.67664
H -3.14145 3.97540 6.14374
H -1.88018 2.11422 7.15604
H -0.43733 0.18188 6.94700
H 0.90715 -1.34237 5.53146
H 1.09182 -0.96169 3.12604
O 0.23534 1.79485 -4.13147
C 0.72324 2.51329 -3.28715
N 1.40249 3.70107 -3.57885
C 2.06376 4.22401 -2.40196
C 1.45453 3.26912 -1.34551
O 1.69638 3.35678 -0.13238
N 0.70287 2.33117 -1.91382
C 3.58108 4.07202 -2.49704
C 4.24310 4.79254 -3.49079
C 5.61017 4.66751 -3.66951
C 6.34273 3.82476 -2.84249
C 5.69592 3.11954 -1.84068
C 4.32181 3.24115 -1.66533
C 1.68205 5.65908 -2.06893
C 0.69321 6.32880 -2.77712
C 0.34150 7.62842 -2.43321
C 0.96809 8.26333 -1.37267
C 1.94962 7.59193 -0.65446
C 2.30709 6.29970 -1.00132
H 1.80154 3.80248 -4.49713
H 3.67677 5.47010 -4.12156
H 6.10594 5.23271 -4.44914
H 7.41288 3.72645 -2.97566
H 6.25695 2.46800 -1.18243
H 3.84082 2.69881 -0.86176
H 0.19494 5.81952 -3.59123
H -0.43083 8.14063 -2.99384
H 0.68983 9.27411 -1.10104
H 2.43525 8.07534 0.18403
H 3.06202 5.76992 -0.43467
N 4.20466 -3.28640 3.27200
C 3.87444 -2.19523 2.51571
N 3.00292 -2.38902 1.51984
N 4.41219 -1.04698 2.85551
C 3.90781 0.06132 2.33878
N 3.51862 1.06847 1.91904
H 4.26131 -4.17293 2.80247
H 4.91236 -3.10580 3.96362
H 2.47991 -3.24612 1.47607
H 2.87136 -1.70213 0.75913
```

highest occupied orbital energy: -4.5316 eV
energy: -3104.63499 Eh
Kohn-Sham gap: 6.583 eV
multiplicity: 1
LUMO: 0.0754 Ha
net charge: -1

***

Q: Among the records above, which one has the highest multiplicity?
A: C41H45NOsP2